[1]
A molecular structure, C20H37BeBr2FK2LiNO5PS, computed with ωB97M-V/def2-TZVPD.

Structure (XYZ):
```
72
Properties=species:S:1:pos:R:3:mulliken_charge:R:1
C 5.241 -1.705 0.020 -0.48
C 5.926 -0.287 0.469 -0.15
C 5.260 1.046 -0.288 -0.82
N 4.285 1.761 0.612 -0.04
C 2.864 1.284 0.485 0.24
C 1.944 1.609 1.648 0.22
C 2.400 2.389 3.014 -0.79
C 2.861 3.950 2.799 -0.12
F 2.021 4.799 3.722 -0.36
C 0.340 1.150 1.526 -0.46
O -0.392 0.735 2.582 -0.48
C -0.286 1.304 -0.018 0.02
C -1.848 1.762 -0.242 -0.67
C -2.719 0.509 -0.839 -0.63
C -2.929 -0.749 0.191 1.00
C -1.663 -1.811 0.240 -1.02
C -3.327 -0.334 1.726 -0.62
C 0.629 1.011 -1.193 0.61
P 0.126 1.170 -3.030 0.10
C 1.735 1.071 -4.122 -0.86
C -0.612 2.881 -3.453 -1.13
C 2.166 0.506 -0.769 0.02
O 2.649 -0.519 -1.470 -0.54
H 5.115 -1.826 -1.161 0.22
H 4.123 -1.711 0.438 0.06
H 5.791 -2.665 0.414 0.35
H 5.861 -0.218 1.636 0.20
H 7.055 -0.325 0.084 0.23
H 4.879 0.819 -1.370 0.39
H 6.186 1.789 -0.426 0.29
H 4.676 1.669 1.576 0.26
H 3.232 1.790 3.625 0.38
H 1.449 2.409 3.736 0.36
H 2.661 4.352 1.712 0.39
H 3.983 4.149 3.151 0.02
H -1.976 2.657 -1.022 0.22
H -2.274 2.195 0.784 0.30
H -2.281 0.077 -1.843 0.29
H -3.802 0.936 -1.087 0.26
H -3.849 -1.378 -0.236 -0.11
H -0.690 -1.363 0.718 0.04
H -2.007 -2.698 0.960 0.36
H -1.441 -2.318 -0.797 0.31
H -4.337 -0.894 2.021 0.11
H -2.502 -0.794 2.440 0.02
H -3.528 0.805 1.901 0.24
H 1.521 1.584 -5.178 0.36
H 2.136 -0.026 -4.214 0.30
H 2.562 1.678 -3.514 0.23
H -1.781 2.803 -3.685 0.38
H -0.401 3.702 -2.645 0.55
H -0.128 3.246 -4.474 0.30
O 3.117 -2.490 2.171 -0.82
H 2.208 -2.282 2.056 0.20
C -6.727 -3.752 -1.607 -1.17
S -7.107 -2.729 -0.165 0.02
O -5.836 -2.054 0.258 -0.34
C -7.393 -4.110 0.969 -0.93
H -6.476 -3.095 -2.443 0.40
H -5.876 -4.403 -1.390 0.33
H -7.601 -4.353 -1.870 0.55
H -6.500 -4.738 1.026 0.32
H -8.244 -4.698 0.620 0.42
H -7.614 -3.706 1.960 0.34
K 5.656 4.592 2.747 0.99
Be 3.556 -3.227 -0.599 0.53
O -1.689 -0.718 4.662 -0.65
H -1.400 0.055 4.213 0.35
Br 7.756 0.604 -1.086 -0.58
Li 3.856 -5.200 -2.116 0.13
Br -1.244 4.571 -5.202 -0.45
K -9.344 -2.244 -1.357 1.01
```

Computed properties:
HOMO energy (hartree): -0.274
LUMO energy (eV): -5.848
Total charge: +1



[2]
8 unconnected molecules or ions with the total composition C55H120ClF3N6O3S, computed with ωB97M-V/def2-TZVPD.

Structure (XYZ):
```
189
Properties=species:S:1:pos:R:3:mulliken_charge:R:1
C 21.460 8.179 13.059 -1.27
C 20.598 8.638 11.862 -0.61
C 21.233 9.948 11.276 -0.04
N 21.290 10.060 9.755 0.15
C 22.128 9.027 9.102 -0.62
C 23.637 9.295 9.422 -0.77
C 24.144 10.686 8.898 -0.94
C 23.169 11.723 9.505 -0.24
C 21.714 11.470 9.376 -0.28
C 19.870 9.876 9.239 -0.97
H 21.571 8.973 13.823 0.13
H 22.440 7.803 12.715 0.32
H 21.077 7.377 13.648 0.47
H 19.603 8.903 12.203 0.46
H 20.570 7.780 11.219 0.38
H 22.263 10.013 11.697 0.22
H 20.671 10.784 11.605 -0.19
H 21.719 8.092 9.397 0.62
H 22.010 9.210 8.017 0.45
H 23.750 9.197 10.541 0.24
H 24.151 8.489 8.967 0.53
H 25.148 10.964 9.185 0.44
H 24.176 10.631 7.806 0.34
H 23.511 11.874 10.502 -0.13
H 23.398 12.618 9.015 0.64
H 21.050 12.168 9.921 0.13
H 21.461 11.599 8.280 0.37
H 19.481 8.916 9.609 0.38
H 20.045 9.851 8.171 0.50
H 19.287 10.720 9.597 0.32
C 10.384 18.928 15.863 -1.18
C 9.695 18.311 17.097 -0.27
C 10.567 17.260 17.660 -0.94
N 10.114 16.413 18.881 0.43
C 8.890 15.677 18.468 -0.61
C 8.409 14.629 19.426 -0.82
C 9.596 13.654 19.786 -0.69
C 10.833 14.353 20.267 -0.68
C 11.209 15.503 19.326 -0.60
C 9.737 17.263 20.072 -1.07
H 10.117 18.374 14.971 0.34
H 11.478 18.862 16.076 0.31
H 10.103 20.018 15.817 0.36
H 8.622 18.067 16.864 0.26
H 9.566 19.064 17.921 0.34
H 11.492 17.730 17.937 0.58
H 10.753 16.574 16.852 0.37
H 9.025 15.283 17.442 0.40
H 8.118 16.450 18.523 0.38
H 7.545 14.170 18.908 0.42
H 7.985 15.061 20.360 0.32
H 9.894 13.072 18.870 0.27
H 9.254 12.815 20.440 0.42
H 11.706 13.677 20.359 0.39
H 10.617 14.782 21.299 0.31
H 11.654 15.125 18.394 0.44
H 11.921 16.095 19.900 0.31
H 9.625 16.571 20.958 0.44
H 8.842 17.816 19.835 0.41
H 10.568 17.979 20.306 0.32
C 16.668 11.389 24.041 -1.30
C 17.357 12.836 23.902 -0.38
C 17.508 13.210 25.368 -1.10
N 18.555 14.424 25.846 0.18
C 17.897 15.705 25.401 -0.36
C 16.674 15.881 26.349 -0.52
C 16.924 15.642 27.717 -0.62
C 17.653 14.383 28.235 -0.67
C 18.851 14.293 27.444 -0.73
C 19.794 14.197 25.134 -0.97
H 15.632 11.373 24.508 0.31
H 17.294 10.716 24.659 0.35
H 16.467 10.975 23.031 0.39
H 16.713 13.478 23.431 0.44
H 18.344 12.798 23.399 0.27
H 17.719 12.406 26.080 0.49
H 16.661 13.571 25.861 0.62
H 17.451 15.539 24.427 0.28
H 18.693 16.545 25.571 0.40
H 15.785 15.215 26.211 0.26
H 16.232 16.947 26.420 0.34
H 16.014 15.653 28.300 0.40
H 17.591 16.536 27.942 0.30
H 17.206 13.441 28.031 0.33
H 17.878 14.312 29.284 0.43
H 19.176 13.217 27.456 0.40
H 19.792 14.922 27.679 0.35
H 19.480 13.953 24.119 0.34
H 20.585 13.584 25.549 0.32
H 20.324 15.173 25.186 0.42
C 25.705 13.937 15.905 -1.37
C 24.560 13.549 14.973 -0.22
C 23.414 14.544 15.047 -0.79
N 22.326 14.408 14.025 0.48
C 21.041 15.035 14.650 -0.64
C 20.426 14.329 15.834 -1.08
C 20.189 12.831 15.482 -0.54
C 21.510 12.213 15.003 -0.69
C 22.011 12.948 13.703 -0.46
C 22.647 15.095 12.748 -0.98
H 26.707 13.561 15.582 0.37
H 25.533 13.546 16.892 0.35
H 25.770 15.053 15.966 0.32
H 24.317 12.473 15.087 0.27
H 24.860 13.588 13.928 0.38
H 23.830 15.503 14.820 0.52
H 22.968 14.730 16.020 0.37
H 21.405 16.024 14.902 0.75
H 20.256 15.140 13.901 0.00
H 21.112 14.281 16.682 0.68
H 19.623 14.973 16.161 0.28
H 19.868 12.259 16.350 0.58
H 19.441 12.806 14.659 0.10
H 22.315 12.340 15.670 0.55
H 21.248 11.192 14.732 0.12
H 22.914 12.508 13.253 0.45
H 21.193 12.982 12.920 -0.07
H 21.794 14.981 12.082 0.30
H 23.536 14.579 12.355 0.38
H 22.904 16.162 12.931 0.34
C 14.197 10.171 9.894 -1.52
C 13.770 8.918 9.119 -0.07
C 12.353 8.586 9.479 -0.77
N 11.898 7.133 9.289 0.05
C 12.663 6.191 10.107 -0.52
C 12.133 4.756 9.904 -0.81
C 10.622 4.657 10.130 -0.70
C 9.843 5.758 9.291 -0.81
C 10.445 7.080 9.627 -0.46
C 12.129 6.763 7.890 -1.04
H 13.525 11.007 9.623 0.35
H 15.236 10.476 9.701 0.38
H 14.063 10.091 10.966 0.39
H 14.390 8.058 9.331 0.30
H 13.825 9.192 8.099 0.35
H 11.619 9.105 8.822 0.44
H 12.208 8.801 10.532 0.34
H 12.568 6.502 11.119 0.40
H 13.693 6.252 9.740 0.37
H 12.605 4.073 10.563 0.50
H 12.516 4.414 8.927 0.32
H 10.535 4.875 11.167 0.32
H 10.318 3.608 10.017 0.39
H 8.783 5.818 9.527 0.43
H 9.886 5.399 8.283 0.30
H 10.390 7.247 10.727 0.38
H 9.977 7.919 9.130 0.51
H 13.236 6.710 7.720 0.36
H 11.697 7.508 7.223 0.29
H 11.626 5.843 7.630 0.53
C 19.184 19.090 14.457 -1.55
C 18.131 17.964 14.474 0.29
C 18.111 17.262 13.107 -0.96
N 17.032 16.246 13.006 0.79
C 15.639 16.629 13.381 -0.85
C 15.102 17.878 12.733 -0.68
C 14.896 17.509 11.291 -0.69
C 16.186 16.987 10.668 -0.87
C 16.897 15.935 11.498 -0.92
C 17.429 14.973 13.724 0.03
H 20.137 18.883 13.878 0.27
H 19.516 19.241 15.488 0.44
H 18.830 20.052 14.092 0.38
H 17.095 18.433 14.568 0.22
H 18.157 17.287 15.316 0.17
H 19.093 16.726 12.877 0.39
H 17.927 17.982 12.315 0.47
H 15.672 16.664 14.466 0.36
H 15.060 15.743 13.091 0.60
H 15.864 18.653 12.849 0.28
H 14.187 18.096 13.248 0.46
H 14.627 18.231 10.553 0.43
H 14.111 16.777 11.178 0.34
H 16.818 17.847 10.413 0.41
H 16.067 16.622 9.643 0.45
H 17.877 15.596 11.170 0.47
H 16.370 15.043 11.495 0.62
H 16.528 14.299 13.658 0.40
H 17.574 15.237 14.782 0.00
H 18.268 14.508 13.159 -0.74
Cl 19.033 12.702 11.509 -0.73
C 15.981 13.957 17.331 0.61
F 17.269 13.625 17.710 -0.26
F 15.881 13.357 16.098 -0.24
F 15.234 13.111 18.104 -0.25
S 15.602 15.772 17.379 1.03
O 15.539 16.033 18.836 -0.63
O 16.738 16.315 16.661 -0.63
O 14.322 15.683 16.646 -0.66
```

Computed properties:
HOMO energy (hartree): -0.554
LUMO energy (eV): -5.678
Total charge: +4
Energy above the lowest of the compared OMol25 structures with the same formula, charge and spin (eV): 1.9570



[3]
9 unconnected molecules or ions with the total composition C42H115N14O10P3, computed with ωB97M-V/def2-TZVPD.

Structure (XYZ):
```
184
Properties=species:S:1:pos:R:3:mulliken_charge:R:1
C -7.555 -1.392 7.623 -1.12
N -7.047 -0.092 7.796 0.30
C -8.001 0.960 7.348 -0.90
P -5.577 0.245 8.676 0.36
O -4.901 -0.944 9.355 -0.82
N -4.647 0.989 7.422 0.26
C -3.881 0.072 6.584 -1.14
C -4.792 2.292 6.816 -1.18
N -6.029 1.534 9.761 0.26
C -4.969 2.415 10.251 -0.95
C -7.188 1.278 10.614 -1.02
H -8.550 -1.466 7.183 0.43
H -7.601 -1.906 8.583 0.31
H -6.839 -1.929 7.001 0.28
H -8.648 1.313 8.151 0.28
H -8.628 0.688 6.499 0.45
H -7.421 1.819 7.010 0.18
H -3.809 -0.882 7.107 0.33
H -4.383 -0.144 5.641 0.30
H -2.866 0.466 6.532 0.40
H -5.325 2.239 5.866 0.33
H -5.432 2.969 7.383 0.40
H -3.797 2.709 6.664 0.32
H -5.414 3.190 10.874 0.36
H -4.220 1.902 10.855 0.31
H -4.442 2.870 9.413 0.27
H -6.825 0.744 11.491 0.40
H -8.038 0.791 10.135 0.28
H -7.551 2.168 11.129 0.32
C 11.314 -6.416 -1.843 -0.86
N 9.897 -6.052 -1.670 0.19
C 9.145 -5.723 -2.898 -0.97
P 9.204 -5.647 -0.125 0.53
O 7.731 -5.554 -0.040 -0.84
N 9.841 -6.877 0.920 0.28
C 9.846 -6.750 2.368 -1.02
C 10.007 -8.219 0.388 -1.22
N 10.023 -4.175 0.301 0.32
C 9.194 -2.930 0.480 -1.02
C 11.468 -4.045 0.604 -1.17
H 11.561 -6.677 -2.872 0.33
H 11.774 -7.108 -1.137 0.26
H 11.882 -5.503 -1.661 0.26
H 9.550 -6.221 -3.779 0.30
H 9.278 -4.655 -3.072 0.34
H 8.079 -5.913 -2.770 0.28
H 8.837 -6.599 2.751 0.30
H 10.195 -7.613 2.933 0.37
H 10.373 -5.833 2.630 0.30
H 9.890 -8.113 -0.691 0.39
H 11.041 -8.515 0.566 0.39
H 9.191 -8.905 0.616 0.32
H 8.133 -3.172 0.425 0.30
H 9.409 -2.355 1.381 0.26
H 9.315 -2.300 -0.401 0.33
H 11.648 -3.413 1.473 0.31
H 11.836 -3.539 -0.288 0.35
H 11.866 -5.035 0.827 0.36
C -5.063 -1.205 -8.224 -1.02
N -5.068 0.038 -8.956 0.31
C -5.698 1.116 -8.206 -1.02
P -4.026 0.287 -10.317 0.42
O -3.651 -0.942 -10.996 -0.87
N -4.927 1.245 -11.366 0.28
C -4.281 2.206 -12.206 -1.07
C -6.142 0.691 -11.974 -1.11
N -2.622 1.171 -9.765 0.17
C -2.691 2.527 -9.155 -1.16
C -1.446 0.432 -9.264 -0.98
H -4.260 -1.132 -7.491 0.34
H -4.872 -2.047 -8.890 0.26
H -5.964 -1.363 -7.632 0.32
H -6.670 0.834 -7.803 0.37
H -5.928 1.981 -8.828 0.33
H -5.168 1.437 -7.309 0.31
H -3.727 2.870 -11.543 0.20
H -3.597 1.645 -12.842 0.37
H -4.989 2.708 -12.866 0.41
H -6.440 -0.208 -11.434 0.37
H -7.023 1.319 -11.839 0.30
H -5.910 0.351 -12.983 0.40
H -1.882 3.195 -9.449 0.27
H -3.683 2.958 -9.294 0.39
H -2.535 2.350 -8.091 0.44
H -1.713 -0.157 -8.386 0.30
H -0.590 1.043 -8.975 0.40
H -0.984 -0.241 -9.986 0.29
C 5.355 3.683 0.985 -0.75
O 5.561 3.049 -0.254 -0.29
C 5.235 3.922 -1.350 -0.56
C 5.756 3.338 -2.685 0.66
C 7.292 3.181 -2.743 -1.45
N 5.382 4.096 -3.851 -0.72
H 4.291 3.851 1.154 0.30
H 5.872 4.628 1.151 0.32
H 5.717 3.010 1.763 0.25
H 4.160 4.095 -1.405 0.31
H 5.684 4.873 -1.064 0.33
H 5.444 2.307 -2.856 0.17
H 7.677 2.754 -1.817 0.30
H 7.787 4.152 -2.746 0.34
H 7.541 2.597 -3.630 0.35
H 4.431 4.430 -3.791 0.19
H 5.449 3.655 -4.758 0.25
C -11.066 4.130 3.214 -0.74
O -10.886 3.236 2.124 -0.36
C -9.494 3.255 1.729 -0.74
C -9.250 2.213 0.626 0.46
C -7.790 2.357 0.184 -1.49
N -10.181 2.356 -0.498 -0.76
H -10.239 4.156 3.923 0.30
H -12.022 3.879 3.673 0.26
H -11.082 5.127 2.773 0.30
H -9.210 4.265 1.432 0.35
H -8.763 2.976 2.488 0.36
H -9.371 1.272 1.161 0.27
H -7.009 2.024 0.867 0.40
H -7.523 3.400 0.016 0.34
H -7.631 1.843 -0.764 0.38
H -10.999 2.574 0.053 0.38
H -9.966 3.232 -0.953 0.28
C -1.838 0.189 -2.288 -0.78
O -0.882 1.163 -2.001 -0.31
C 0.313 0.524 -1.385 -0.79
C 0.245 0.077 0.095 0.49
C -0.074 1.317 0.980 -1.39
N 1.512 -0.580 0.555 -0.74
H -1.629 -0.614 -2.995 0.31
H -2.554 0.865 -2.756 0.25
H -2.334 -0.155 -1.380 0.31
H 0.431 -0.458 -1.843 0.37
H 1.243 1.039 -1.625 0.42
H -0.520 -0.664 0.325 0.37
H -1.164 1.318 1.010 0.31
H 0.196 2.326 0.669 0.28
H 0.381 1.148 1.956 0.42
H 1.587 -1.420 -0.002 0.22
H 2.247 0.002 0.179 0.25
C -3.563 8.603 -1.103 -0.77
O -2.291 8.026 -1.054 -0.30
C -1.769 7.415 -2.241 -0.71
C -0.248 7.109 -2.218 0.52
C 0.577 8.310 -2.431 -1.46
N 0.008 6.217 -3.360 -0.65
H -4.426 8.007 -1.398 0.31
H -3.704 9.411 -1.821 0.33
H -3.716 9.012 -0.104 0.26
H -2.345 6.503 -2.400 0.34
H -1.975 8.127 -3.040 0.31
H -0.103 6.642 -1.244 0.33
H 0.141 8.947 -3.201 0.32
H 1.642 8.200 -2.637 0.35
H 0.468 8.966 -1.568 0.36
H -0.446 5.324 -3.234 0.24
H -0.322 6.601 -4.234 0.24
C -0.282 -6.467 3.948 -0.71
O 0.224 -6.882 2.688 -0.32
C 0.986 -5.948 1.915 -0.61
C 1.172 -6.334 0.424 0.37
C 1.649 -7.735 0.252 -1.32
N 2.066 -5.365 -0.181 -0.59
H -0.882 -7.221 4.456 0.25
H -0.962 -5.628 3.806 0.29
H 0.535 -6.080 4.558 0.29
H 0.532 -4.961 2.000 0.35
H 1.968 -5.930 2.387 0.26
H 0.287 -6.170 -0.191 0.32
H 2.693 -7.778 0.563 0.29
H 1.638 -7.951 -0.817 0.38
H 1.087 -8.531 0.740 0.30
H 2.011 -5.394 -1.189 0.25
H 3.016 -5.556 0.102 0.20
O 5.171 -4.573 7.476 -0.60
C 5.666 -3.472 7.184 0.51
C 5.877 -2.912 5.811 -0.40
C 6.815 -1.785 5.964 -0.41
C 6.659 -1.405 7.440 -0.38
O 6.022 -2.519 8.092 -0.33
H 6.154 -3.696 5.106 0.30
H 4.949 -2.537 5.379 0.22
H 7.820 -2.163 5.774 0.23
H 6.610 -0.844 5.455 0.30
H 7.623 -1.228 7.918 0.27
H 6.057 -0.497 7.475 0.28
```

Computed properties:
HOMO energy (hartree): -0.302
LUMO energy (eV): 0.175
Total charge: 0
SMILES: CN(C)P(=O)(N(C)C)N(C)C.CN(C)P(=O)(N(C)C)N(C)C.CN(C)P(=O)(N(C)C)N(C)C.COC[C@H](C)N.COC[C@H](C)N.COC[C@H](C)N.COC[C@H](C)N.COC[C@H](C)N.O=C1CCCO1



HOMO energy of number 2 (C55H120ClF3N6O3S)? -0.554 hartree



What is the LUMO energy in the second record? -5.678 eV



Which of these has the highest LUMO energy? C42H115N14O10P3



What is the formula in the second record? C55H120ClF3N6O3S